Density functional theory data (ωB97M-V/def2-TZVPD) for a cluster of 2 separate species, C5H11O2 in total.

The geometry in XYZ format:
```
18
Properties=species:S:1:pos:R:3
C -0.7323 0.7168 0.6882
C 1.9229 2.8352 -0.1714
C -1.2079 -3.0960 -1.0145
C 1.4409 1.7827 0.6667
C -1.6309 -2.4819 0.2012
O 0.0226 1.7961 0.7966
O -0.3774 -0.4064 0.5605
H -1.6765 1.1142 0.6607
H 3.0467 2.9278 -0.3661
H 1.2809 2.9011 -1.1225
H 1.7722 3.7980 0.2305
H -0.3295 -3.7647 -1.2158
H -2.0608 -3.8024 -1.3249
H -1.3121 -2.4545 -1.8774
H 1.8550 1.9114 1.7360
H 1.7228 0.7588 0.3096
H -1.1050 -2.5109 1.1997
H -2.6316 -2.0255 0.0427
```

- Total charge: +1
- E_tot: -347.20941 a.u.
- ΔE to the lowest compared entry with this formula, charge and spin: 56.63 kcal/mol
- Molar mass: 103.14 u
- Frontier orbital gap: 7.73 eV

---

Density functional theory data (ωB97M-V/def2-TZVPD) for a cluster of 2 separate species, C5H11O3 in total.

The geometry in XYZ format:
```
19
Properties=species:S:1:pos:R:3
C -0.0428 1.4447 1.7462
C 0.1022 0.3970 2.9151
C 1.2987 1.5513 0.7736
O -1.1614 0.9998 0.9893
H -0.3410 2.4434 2.0629
H 1.3736 0.4177 3.1619
H 2.1773 1.1346 1.0966
H 1.0600 0.8997 -0.2287
H 1.4258 2.5527 0.4521
H -0.8988 0.2662 0.3149
H -0.0488 -0.5518 2.4299
H -0.4249 0.7448 3.8192
C -0.5937 -2.0166 -2.6883
C 0.0037 -1.0507 -1.6226
O -0.7260 -1.0205 -0.5910
O 1.0570 -0.3953 -1.7731
H -1.3633 -1.4121 -3.3220
H -1.2591 -2.7429 -2.2919
H 0.3347 -2.3781 -3.2406
```

- Total charge: -1
- E_tot: -422.84109 a.u.
- ΔE to the lowest compared entry with this formula, charge and spin: 45.55 kcal/mol
- Molar mass: 119.14 u
- Frontier orbital gap: 8.89 eV

---

Look up the ΔE to the lowest compared entry with this formula, charge and spin of the second one. 45.55 kcal/mol